1:
The following is a quantum chemistry calculation of a 17-piece molecular cluster, C68H187N17O17 overall, from the Open Molecules 2025 dataset.

Cartesian coordinates (Å):
O: 0.48 -6.69 0.14
O: 4.28 2.64 1.57
O: 2.34 6.49 -4.32
O: 5.04 -1.79 -4.26
O: 2.96 5.98 3.80
O: -5.12 -2.15 -1.04
O: -0.23 0.60 -0.24
O: 1.38 8.50 1.62
O: -1.55 0.45 3.09
O: 3.58 -5.80 3.29
O: -4.51 -2.10 3.54
O: 0.77 0.76 -5.67
O: 0.13 0.01 7.40
O: -0.21 -3.84 -5.42
O: 1.14 -5.25 5.34
O: -4.05 2.57 -4.29
O: -3.82 -1.25 -7.46
N: -0.09 -4.33 -2.57
N: 2.49 -0.22 5.78
N: 1.92 6.20 0.61
N: 3.92 1.42 -5.59
N: -5.15 -2.36 -5.25
N: -6.22 4.23 -3.43
N: 2.31 0.66 1.89
N: 1.44 -0.36 -9.16
N: 3.24 2.43 4.12
N: -6.03 0.47 -3.44
N: -2.00 -2.64 -0.39
N: -4.06 1.18 2.22
N: -2.80 -5.91 1.78
N: 2.20 3.78 -1.87
N: -3.80 -0.62 5.87
N: 0.42 -3.00 8.21
N: 4.29 -2.40 4.54
C: 3.35 -3.13 2.34
C: -3.47 -2.99 6.49
C: 4.26 0.70 -3.20
C: 2.70 7.87 -4.39
C: 3.46 0.43 1.08
C: -1.89 -6.52 0.80
C: -5.69 5.83 -5.19
C: 4.51 -0.83 -5.18
C: 0.31 -4.36 6.07
C: 3.10 -0.52 -0.13
C: -5.34 -0.09 -2.25
C: -4.74 -2.31 2.18
C: -3.81 -1.91 -5.16
C: -5.46 -3.51 -1.07
C: -2.74 2.22 -3.86
C: 1.00 -3.86 -4.71
C: 3.75 7.11 4.09
C: 1.08 9.59 2.48
C: -1.22 -1.55 0.18
C: 1.08 -5.30 8.29
C: -0.40 5.49 0.51
C: 5.02 -3.10 -4.66
C: 0.58 -5.56 4.08
C: -2.83 1.68 1.65
C: -2.52 -6.36 -0.61
C: 3.79 0.15 7.75
C: 0.51 6.70 0.44
C: -3.06 -1.88 -6.46
C: -5.22 0.95 -1.09
C: 2.49 -0.39 7.19
C: 0.22 7.76 1.53
C: -0.44 0.37 3.97
C: 4.92 3.82 1.15
C: 3.47 -7.07 3.90
C: 4.11 1.71 0.50
C: 3.47 -3.37 3.81
C: 1.38 0.40 7.93
C: 2.13 -3.40 -2.56
C: -0.49 -5.87 0.84
C: 1.75 -6.03 0.21
C: 2.19 4.35 -3.26
C: -3.08 -2.81 -4.08
C: 0.85 -0.06 -6.86
C: 1.50 0.61 -8.09
C: -0.04 0.14 -4.68
C: 4.69 0.61 -4.66
C: 4.12 -4.77 4.12
C: 3.52 4.81 4.32
C: -5.60 4.36 -4.79
C: -1.69 1.73 2.62
C: -3.80 0.13 -7.35
C: 0.07 1.68 -1.13
C: -6.04 -1.34 -1.76
C: -0.85 -0.44 -0.87
C: 2.69 5.81 -3.12
C: -4.14 3.92 -4.75
C: 1.00 -4.05 7.43
C: 0.81 4.25 -3.86
C: 1.39 3.66 5.11
C: 0.83 -3.45 -3.31
C: -3.06 -1.84 5.54
C: -3.08 3.08 1.10
C: 2.53 3.68 4.08
C: -3.19 -2.27 4.00
C: -0.03 -2.15 0.81
C: -0.16 -4.61 -6.64
C: -0.90 0.10 8.34
C: 0.79 1.86 -8.43
H: -2.09 2.21 -4.74
H: 2.62 -7.25 4.55
H: 5.00 0.09 -2.67
H: -3.45 -6.97 -0.76
H: 2.63 6.88 0.36
H: -6.12 3.71 -5.48
H: 2.59 0.98 2.80
H: 5.77 3.58 0.51
H: 1.33 2.55 -9.11
H: -5.06 -3.39 -5.35
H: 3.33 2.15 -0.18
H: 2.86 3.74 -3.87
H: 1.81 -0.80 5.29
H: 1.93 3.61 6.11
H: -2.23 3.56 0.61
H: 0.56 -0.85 -9.40
H: 1.64 -4.94 0.15
H: -5.81 -2.17 2.05
H: -7.21 4.47 -3.53
H: -0.80 2.03 -1.70
H: -1.41 5.79 0.61
H: -6.78 6.08 -5.27
H: 0.55 2.40 -7.49
H: -0.34 -2.95 1.54
H: 0.61 -4.63 3.46
H: 1.94 4.45 -1.18
H: 1.90 -3.23 -1.52
H: 3.93 2.31 3.37
H: -0.92 -4.59 -3.07
H: -1.11 0.26 -4.90
H: -2.05 2.38 3.45
H: 3.17 3.53 -1.56
H: 0.21 10.15 2.16
H: -6.20 1.35 -0.71
H: -5.33 6.43 -4.38
H: 0.89 9.30 3.51
H: 2.80 -1.50 0.20
H: -0.64 8.37 1.38
H: -0.45 -3.34 8.54
H: 3.73 2.51 5.00
H: 0.40 -2.43 -3.20
H: -1.87 -0.08 7.89
H: -0.30 4.90 -0.42
H: -2.82 -2.35 -0.92
H: -4.70 0.35 -0.30
H: 1.84 1.40 1.39
H: 3.37 -7.69 3.03
H: 0.68 2.84 5.06
H: 2.20 6.35 -2.32
H: -6.14 -0.24 -4.14
H: 4.06 -3.58 -4.94
H: 2.31 -0.15 -0.74
H: -0.24 -0.85 -1.66
H: 0.21 -3.38 5.54
H: 2.09 6.11 1.65
H: -2.00 -1.67 5.76
H: -0.19 4.87 1.39
H: 4.82 6.98 3.99
H: -2.86 -3.31 3.85
H: -6.95 -1.09 -1.18
H: -0.34 -5.65 -6.54
H: -3.01 -3.97 6.22
H: 3.33 0.11 -2.98
H: -1.80 -6.71 -1.35
H: -1.70 -7.56 1.08
H: 4.51 4.72 3.85
H: 2.39 -6.40 -0.57
H: -3.39 3.81 1.87
H: -4.60 -3.16 6.40
H: 0.98 4.66 5.12
H: 5.67 -3.20 -5.56
H: 1.95 10.23 2.39
H: 5.01 1.55 -0.08
H: 0.57 -2.58 -0.01
H: 2.57 8.47 -3.47
H: 0.48 0.42 3.36
H: 5.76 0.96 -4.77
H: 1.33 -4.91 -4.59
H: -0.42 -6.03 4.03
H: 0.04 7.26 2.51
H: -0.12 -5.65 1.86
H: 5.20 -4.66 3.97
H: -2.07 -1.39 -6.31
H: -3.50 -2.68 -3.09
H: 3.57 7.45 5.13
H: -4.74 -4.05 -0.43
H: 3.91 -0.59 -0.85
H: 0.11 -0.93 -4.50
H: 0.40 -5.17 -2.29
H: -5.38 1.10 -3.88
H: 4.45 -7.31 4.42
H: -2.58 -5.31 -0.72
H: 2.05 8.28 -5.21
H: -2.88 -2.90 -6.83
H: -0.85 -0.61 9.18
H: 0.43 3.23 -3.71
H: 3.39 7.94 3.45
H: -3.27 -2.70 7.55
H: 4.23 1.75 -2.86
H: 2.37 0.76 5.51
H: 2.67 -4.33 -2.62
H: 0.20 0.68 -3.73
H: -4.61 1.94 2.57
H: 2.04 -3.74 7.14
H: -0.76 2.00 2.17
H: -3.70 4.00 -5.75
H: 4.20 4.40 0.57
H: 0.26 -2.19 7.64
H: 0.83 1.34 -1.82
H: 2.68 -2.53 -2.82
H: -4.65 0.62 -7.79
H: -0.17 -0.34 -7.17
H: 1.27 -6.20 3.63
H: 2.52 0.77 -7.81
H: 5.03 -2.19 3.90
H: -2.88 0.59 -7.77
H: -4.37 -3.32 1.90
H: 3.80 -1.61 4.98
H: 2.13 3.76 3.10
H: 3.43 -1.08 -5.31
H: 0.53 -1.40 1.32
H: 2.23 -0.97 -9.23
H: -2.78 1.25 -3.38
H: 3.72 4.88 5.38
H: -2.54 -4.94 2.01
H: 1.71 -3.19 -5.17
H: 0.11 5.00 -3.48
H: -5.31 6.09 -6.18
H: 0.14 -5.67 8.78
H: -1.80 -0.05 -1.30
H: 4.14 1.04 7.23
H: 1.32 -1.02 -6.61
H: -5.36 -3.96 -2.03
H: -1.78 -1.04 1.00
H: 5.24 4.41 2.00
H: 1.36 0.04 8.95
H: -3.96 0.45 -6.34
H: -4.64 1.83 -1.38
H: -0.19 1.66 -8.89
H: -3.88 -0.89 -4.74
H: -0.56 -4.93 0.24
H: 0.83 4.38 -4.94
H: -1.45 -3.33 -0.91
H: 2.93 1.35 -5.43
H: 0.41 7.07 -0.57
H: -1.98 -2.72 -4.10
H: -6.44 -3.73 -0.63
H: -5.54 -2.05 -6.13
H: 4.20 -0.09 1.66
H: 3.76 5.90 -2.85
H: 0.60 2.49 -0.66
H: -4.31 -1.51 1.53
H: 3.91 -5.00 5.15
H: -4.74 -0.66 5.48
H: -3.74 -5.87 1.47
H: 1.58 1.51 7.97
H: 2.79 -2.25 2.13
H: -2.60 1.01 0.81
H: -2.42 2.95 -3.06
H: 2.47 -3.44 4.31
H: -0.46 1.11 4.79
H: -6.16 3.27 -3.06
H: 4.23 2.36 -5.53
H: -0.50 -0.61 4.44
H: 2.20 -6.16 1.17
H: 3.79 7.99 -4.60
H: -6.34 -1.93 -2.67
H: 4.28 -2.97 1.81
H: -0.93 -4.13 -7.25
H: 2.38 -1.46 7.38
H: -4.28 -0.40 -2.44
H: -0.98 1.08 8.80
H: -3.99 0.36 2.78
H: 4.56 -0.58 7.59
H: 1.69 -5.00 9.14
H: 2.76 -3.95 1.87
H: -2.56 -1.61 3.44
H: -3.36 0.18 5.42
H: 0.74 -4.53 -7.25
H: -3.55 4.45 -4.02
H: 3.78 0.26 8.81
H: 5.43 -3.63 -3.81
H: -3.90 3.16 0.42
H: 1.46 -6.21 7.87
H: -3.32 -3.86 -4.41
H: -0.65 -4.83 6.13
H: 4.97 -0.85 -6.19

Properties
Multiplicity ... 1

Here are the Löwdin charges for atoms 1 to 5, given in e: -0.180, -0.229, -0.209, -0.200, -0.197

---

2:
The following is a quantum chemistry calculation of a 17-piece molecular cluster, C68H187N17O17 overall, from the Open Molecules 2025 dataset.

Cartesian coordinates (Å):
O: 0.93 -5.07 0.71
O: 3.18 -3.12 -6.07
O: 1.67 7.89 1.70
O: -5.30 -6.60 -0.73
O: -1.11 -1.65 5.27
O: 7.97 -2.37 -3.60
O: -1.60 2.97 3.25
O: 3.10 -2.51 6.51
O: -7.10 0.27 2.50
O: -3.45 5.15 -0.65
O: -1.13 1.48 -7.95
O: 6.72 -3.99 4.27
O: 6.66 1.40 1.60
O: -6.62 -2.27 -2.33
O: -4.89 -0.33 -7.29
O: 1.23 4.65 -1.97
O: -0.59 -0.46 0.29
N: -2.80 -7.49 1.95
N: 5.84 0.51 -3.79
N: -6.25 0.57 -4.03
N: 1.07 2.32 -6.46
N: 2.40 1.40 -3.30
N: -1.04 -4.58 3.72
N: -5.17 -1.49 0.94
N: 3.31 -1.61 -2.75
N: 3.75 3.53 0.76
N: 2.02 2.59 3.93
N: -10.23 -1.52 2.39
N: -3.78 3.39 -3.03
N: -2.16 -2.02 2.49
N: 4.03 -0.88 4.50
N: 2.69 -2.25 0.16
N: 5.65 -1.75 1.51
N: 1.14 10.40 2.77
C: 6.90 -0.55 -1.72
C: 3.61 -1.28 6.89
C: -3.37 6.38 -0.01
C: -3.77 -1.71 4.16
C: 4.83 2.62 0.39
C: 6.14 -4.28 1.51
C: -2.39 0.85 -7.85
C: -5.81 -0.39 -6.23
C: -7.98 -2.28 -2.85
C: 5.49 2.23 1.70
C: 1.27 3.25 -2.18
C: 6.96 -0.34 -3.25
C: -9.18 -0.74 1.80
C: -5.30 -1.21 -8.32
C: 3.08 -2.52 -3.81
C: -4.14 -7.09 1.48
C: -1.04 2.84 -7.71
C: 5.72 -3.01 2.28
C: -4.48 -3.12 -0.79
C: 0.62 -5.89 -0.42
C: 6.90 -1.66 -3.99
C: -0.10 -5.06 1.65
C: -2.34 2.63 2.08
C: 1.48 6.48 1.58
C: -1.42 -0.62 4.34
C: 0.44 4.07 4.97
C: 1.61 -3.06 -3.69
C: 7.79 -3.91 5.23
C: -1.58 -0.37 -0.71
C: 4.83 0.72 6.19
C: -4.70 2.60 -0.96
C: 2.38 0.16 0.72
C: -0.15 4.45 -5.84
C: 0.09 -1.47 6.06
C: -5.12 -6.37 -2.10
C: -4.77 3.75 -2.05
C: 7.04 0.98 2.91
C: 2.80 10.06 4.46
C: 7.80 -3.74 -3.91
C: 5.83 3.29 -0.59
C: -0.07 5.03 -1.63
C: 3.17 -1.98 -5.22
C: -6.65 -1.91 -0.93
C: 1.39 -4.32 3.59
C: 6.71 -2.86 3.42
C: -8.21 -0.46 2.97
C: 3.29 3.72 -3.71
C: 2.39 9.66 3.06
C: -5.24 -1.87 -0.50
C: -0.19 2.76 2.99
C: -9.69 0.52 1.10
C: -5.16 0.34 -5.02
C: -4.88 -6.01 2.24
C: 2.62 2.80 -2.71
C: 1.73 -1.23 0.62
C: 0.60 2.70 4.30
C: -3.97 -0.45 -4.51
C: -6.38 0.78 3.60
C: 0.10 -4.22 2.87
C: 3.46 -2.76 -7.41
C: -2.61 -1.02 3.45
C: 4.12 -3.53 6.64
C: 4.62 -0.73 5.89
C: 2.28 8.19 2.91
C: -4.04 -6.58 -0.07
C: -0.24 3.04 -6.36
C: -4.67 5.09 -1.37
C: 0.44 -1.30 -0.23
H: -0.08 1.92 2.28
H: 3.74 -3.35 -3.63
H: -0.13 -0.55 6.72
H: 0.03 -3.16 2.54
H: 0.31 4.50 -4.83
H: -8.34 -1.26 -2.70
H: 1.52 -5.32 3.97
H: -5.52 1.32 3.19
H: 7.06 0.45 -1.24
H: 0.99 -1.36 5.37
H: -2.33 -6.70 2.41
H: -7.17 -0.91 -0.86
H: 3.15 11.06 4.62
H: -6.06 -0.01 4.27
H: 2.72 -1.98 -7.71
H: 2.25 -4.05 2.98
H: -3.59 -5.56 -0.13
H: -5.70 -5.53 1.72
H: 2.57 2.77 4.73
H: -7.16 -2.71 -0.38
H: -5.48 -0.54 1.05
H: -0.32 -6.06 1.98
H: 4.11 -1.39 7.87
H: 7.20 -4.25 1.15
H: -7.01 1.47 4.23
H: -0.79 4.75 -2.42
H: -2.10 1.59 1.78
H: -7.83 -2.33 -3.92
H: -3.04 1.15 -8.67
H: 2.21 1.64 3.70
H: -4.93 1.60 -1.30
H: -4.15 -5.20 2.43
H: 4.89 -1.74 0.83
H: 5.78 3.13 2.25
H: 7.27 -3.73 -4.91
H: -5.14 -6.33 3.26
H: 5.80 4.38 -0.45
H: -10.84 -1.79 1.64
H: -3.41 -3.09 -0.49
H: 4.78 1.75 2.36
H: 4.24 -1.15 -2.87
H: 0.75 6.15 2.36
H: 7.92 0.08 -3.47
H: 1.08 4.07 5.90
H: -6.17 -0.04 -3.26
H: 1.32 -3.75 -4.51
H: 3.82 4.54 -3.25
H: -1.66 0.30 4.96
H: -0.86 2.41 -5.72
H: -3.42 -2.57 4.71
H: 4.71 -3.10 2.65
H: 5.42 -4.41 0.70
H: 3.34 0.99 -3.50
H: 1.46 -1.60 1.62
H: -10.32 0.22 0.28
H: 0.19 3.68 2.50
H: 3.83 1.25 6.37
H: 0.82 4.88 4.38
H: 2.96 -2.04 -0.83
H: -1.09 -4.76 1.24
H: 0.19 -2.35 -0.15
H: 5.59 1.26 -3.18
H: -2.01 3.36 -7.61
H: 5.89 -0.90 -1.54
H: 1.67 2.95 -6.96
H: 3.66 9.38 4.71
H: -3.39 2.64 2.40
H: -5.54 5.10 -0.61
H: 3.60 -4.47 6.50
H: 7.17 1.83 3.59
H: 0.24 -2.37 6.67
H: -1.16 4.93 -5.86
H: -4.43 -1.21 -3.92
H: -6.12 -6.38 -2.56
H: -4.09 6.45 0.89
H: 1.61 0.90 1.15
H: -3.38 0.16 -3.84
H: -3.72 2.61 -0.50
H: -8.62 -1.35 1.10
H: -8.86 1.15 0.82
H: 2.93 3.15 1.17
H: -4.46 -7.14 -2.53
H: -4.78 -5.32 -2.31
H: 6.86 2.99 -0.28
H: 3.30 7.86 2.94
H: 4.06 -1.87 4.31
H: -1.49 -0.99 -1.59
H: -5.47 2.79 -0.22
H: 4.57 -3.52 7.65
H: -3.38 -0.80 -5.33
H: -5.79 3.75 -2.55
H: 8.80 -4.11 -3.96
H: 3.18 0.09 1.43
H: -2.89 1.17 -6.90
H: -0.52 3.30 -8.55
H: 7.71 -4.94 5.65
H: -7.90 -1.38 3.52
H: -6.21 1.50 -3.69
H: -8.61 -3.07 -2.45
H: -3.03 -0.11 2.98
H: 0.12 1.93 4.93
H: -2.51 -0.62 -0.19
H: -5.69 -2.06 1.58
H: 6.15 0.94 -4.66
H: -4.55 -1.95 3.49
H: -0.57 4.34 5.30
H: 0.89 -2.21 -3.71
H: 0.97 2.68 -1.34
H: 5.31 1.27 5.36
H: 1.05 6.24 0.61
H: -0.12 -5.38 -1.07
H: -4.80 -1.07 -1.15
H: -4.70 -8.00 1.42
H: 7.13 -4.17 -3.19
H: 0.68 9.95 2.00
H: 6.42 -1.93 4.02
H: -0.13 6.10 -1.57
H: 6.18 -5.23 2.11
H: -3.66 7.23 -0.62
H: -3.34 -7.27 -0.56
H: 1.86 7.80 3.81
H: 4.01 3.00 -4.19
H: 1.51 -6.01 -1.02
H: 0.94 1.52 -7.06
H: 4.83 -0.52 3.95
H: 0.57 10.38 3.60
H: 4.92 -3.45 5.94
H: -4.30 -1.13 4.94
H: 7.65 -1.23 -1.29
H: -0.85 -4.32 4.70
H: -2.43 6.67 0.41
H: 0.67 -0.94 -1.24
H: -2.83 3.37 -2.65
H: 2.59 4.20 -4.45
H: 4.46 -2.34 -7.48
H: 7.61 -3.04 5.92
H: 3.52 4.16 0.07
H: -3.77 4.00 -3.83
H: 2.43 5.88 1.58
H: 2.59 -0.90 -2.72
H: 8.76 -3.68 4.77
H: 4.48 1.74 -0.18
H: -4.45 -1.33 -8.96
H: 0.22 -6.85 -0.15
H: 1.40 -3.57 -2.73
H: 3.35 2.67 -1.90
H: -4.64 -3.41 -1.83
H: -2.97 -2.34 1.97
H: -1.38 -1.72 1.95
H: 5.62 3.12 -1.64
H: 2.37 -1.31 -5.47
H: 1.95 9.89 5.09
H: -0.49 4.55 -0.74
H: -6.66 0.18 -6.56
H: -4.68 5.92 -2.03
H: 1.90 1.55 -4.18
H: 0.44 5.11 -6.49
H: 5.92 -2.15 -3.76
H: 2.63 0.63 -0.25
H: 7.98 0.41 2.86
H: 2.22 -3.18 0.16
H: 1.30 -3.58 4.39
H: 6.92 -1.62 -5.08
H: 4.11 -1.45 -5.40
H: -4.94 -3.88 -0.16
H: 3.08 9.94 2.25
H: -6.05 -1.46 -5.98
H: 5.35 0.85 7.11
H: 0.58 2.87 -2.97
H: -2.23 -7.55 1.10
H: -5.47 -2.24 -8.03
H: -1.85 -4.03 3.40
H: 3.38 -3.69 -7.94
H: -1.70 0.68 -1.04
H: 6.46 -1.64 0.91
H: -4.92 1.36 -5.32
H: -8.77 0.17 3.66
H: 7.65 -2.73 2.97
H: -0.56 -0.33 3.69
H: -10.78 -0.91 2.99
H: 5.58 -1.35 6.02
H: -6.14 -0.91 -8.92
H: -2.30 -0.25 -7.81
H: -10.24 1.14 1.89
H: 6.30 0.28 3.30
H: 2.77 -0.58 7.04
H: -2.27 3.37 1.29

Properties
Multiplicity ... 1

Here are the Löwdin charges for atoms 1 to 5, given in e: -0.184, -0.203, -0.161, -0.192, -0.231

---

1 is the most stable structure; the next one sits 117.4 kJ/mol above it.